(1)
The following is a DFT calculation (ωB97M-V/def2-TZVPD) of a 2-piece molecular cluster, C52H57N4O2 overall in a non-equilibrium geometry.

Geometry as XYZ:
```
115
Properties=species:S:1:pos:R:3:forces:R:3:mulliken_charge:R:1
C -6.12375 1.30193 2.14200 -0.19 -0.04 0.00 -1.56
C -4.70799 1.52953 2.60098 0.36 0.00 -0.18 0.53
C -3.71051 1.85572 1.67120 0.35 0.22 0.49 -0.65
C -2.36840 2.01999 2.07420 -0.56 -0.22 0.01 0.49
C -1.35030 2.57088 1.12261 0.23 -0.04 -0.38 -1.18
C -2.02596 1.71086 3.40085 -1.19 0.04 -0.48 0.22
N -0.64755 1.66311 3.79018 1.04 -0.27 0.64 1.03
C 0.35012 0.81063 3.38814 1.03 2.35 0.22 -1.04
C 0.49131 -0.00952 2.13860 0.82 -1.80 -3.56 -0.24
C -0.46258 -1.11362 1.63549 1.04 0.91 0.64 3.39
C -1.27504 -0.59908 0.49704 -0.77 0.56 -0.78 -3.06
C -1.39615 -1.66508 2.68056 -0.36 -0.25 -0.35 0.36
C -1.12236 -1.53706 4.04241 -0.03 -0.28 0.23 0.26
C -2.09156 -1.78767 5.01384 -0.40 -0.03 -0.17 -0.52
C -3.39394 -2.13358 4.63466 0.34 -0.10 0.06 -0.75
C -3.66788 -2.35022 3.27920 0.07 -0.09 0.05 -0.87
C -2.67980 -2.15704 2.31329 0.06 0.13 0.25 -0.87
O 1.45050 0.28770 1.38628 -1.88 0.06 2.13 -0.64
N 1.49567 1.25415 3.99159 -1.24 0.10 0.59 1.28
C 2.85796 0.87338 3.74779 1.35 -0.17 0.28 -0.48
C 3.32963 -0.38550 4.12383 0.25 0.03 -0.28 1.55
C 2.41819 -1.38372 4.74594 0.00 -0.54 0.23 -1.47
C 4.67520 -0.70826 3.90864 -0.27 0.37 0.01 -1.16
C 5.57193 0.22744 3.38800 -0.29 -0.12 -0.10 0.68
C 7.00179 -0.15740 3.12477 0.23 0.03 -0.02 -1.44
C 5.09736 1.50844 3.09637 -0.26 -0.19 0.18 -1.16
C 3.75195 1.84926 3.28756 0.11 -0.32 -0.25 0.67
C 3.29797 3.23041 2.95223 0.14 0.56 -0.28 -1.48
C 1.17167 2.26700 4.89362 0.67 -0.54 -0.64 -1.51
C -0.12724 2.53579 4.75033 -0.62 -0.36 -0.64 -0.62
C -3.02507 1.53256 4.37163 -0.25 -0.50 -0.55 1.21
C -2.70152 1.39347 5.81672 -0.16 -0.20 0.68 -1.86
C -4.35857 1.41690 3.94918 0.33 0.13 -0.20 -1.05
H -6.79211 1.18566 3.00322 0.10 0.01 -0.25 0.38
H -6.49418 2.13502 1.52662 0.15 -0.22 0.19 0.36
H -6.18925 0.38872 1.53000 0.03 0.25 0.19 0.31
H -3.98773 1.98994 0.61438 0.25 0.06 0.55 0.34
H -1.04888 3.58830 1.41074 -0.18 -0.19 -0.03 0.33
H -0.43738 1.97187 1.08736 -0.11 0.15 -0.11 0.16
H -1.76625 2.60760 0.10851 0.16 0.04 0.24 0.32
H -1.64288 -1.47120 -0.05113 -0.14 0.61 -0.11 0.70
H -2.16135 -0.04168 0.83139 0.33 -0.05 -0.08 0.27
H -0.65662 0.01091 -0.16865 -0.33 -0.17 0.04 0.51
H -0.12956 -1.21829 4.35785 -0.34 -0.25 0.04 -0.02
H -1.84015 -1.67637 6.06901 -0.07 -0.07 -0.25 0.51
H -4.17649 -2.26465 5.39081 0.36 0.01 -0.34 0.43
H -4.67246 -2.67174 2.97570 0.49 0.13 0.10 0.45
H -2.94173 -2.35433 1.26616 0.21 0.21 0.51 0.42
H 3.01236 -2.17691 5.21212 -0.19 0.11 -0.04 0.59
H 1.79671 -0.92983 5.52660 0.00 -0.12 -0.15 0.25
H 1.77784 -1.86294 3.99640 0.00 0.05 0.11 0.33
H 5.02804 -1.70669 4.17908 -0.11 0.29 -0.05 0.40
H 7.61846 0.73323 2.96398 -0.07 -0.20 0.03 0.39
H 7.42426 -0.72528 3.96372 -0.11 0.14 -0.18 0.38
H 7.08566 -0.78889 2.22736 -0.08 0.17 0.22 0.22
H 5.78945 2.26468 2.71081 -0.30 -0.26 0.15 0.36
H 4.13849 3.77563 2.50563 -0.30 -0.02 0.11 0.43
H 2.47754 3.22855 2.22289 0.07 -0.03 0.19 0.21
H 2.97701 3.78653 3.84206 0.06 -0.03 -0.29 0.36
H 1.92234 2.73906 5.49682 0.06 -0.08 0.11 0.87
H -0.73404 3.28819 5.21434 -0.08 0.01 -0.04 0.85
H -3.61607 1.18980 6.37976 0.13 0.04 -0.05 0.41
H -2.02396 0.55742 6.00439 0.07 0.19 -0.03 0.31
H -2.25966 2.29940 6.23911 -0.11 -0.13 0.00 0.42
H -5.13994 1.19416 4.68411 0.36 0.16 -0.21 0.29
C 6.30568 -4.30322 -3.01807 -0.10 0.13 -0.25 -0.95
N 5.55074 -4.29300 -1.76921 0.45 -0.81 0.24 0.25
C 5.65424 -5.35078 -0.89741 0.95 -0.19 -0.53 0.16
O 6.44744 -6.28041 -1.00989 -1.14 1.11 0.13 -0.68
C 4.64409 -5.10502 0.22450 0.22 -0.35 -0.15 0.68
C 5.25322 -5.10495 1.62798 0.00 0.11 0.45 -0.93
C 6.22500 -6.22460 1.92878 0.10 -0.38 0.15 0.67
C 7.41721 -5.94707 2.60708 0.05 -0.22 -0.34 -0.48
C 8.36642 -6.95345 2.81905 -0.28 -0.31 0.02 -0.60
C 8.09313 -8.26914 2.41110 -0.13 0.34 -0.04 -0.47
C 6.87724 -8.55919 1.77518 -0.05 0.24 0.14 -0.67
C 5.94712 -7.54121 1.54241 0.40 -0.06 0.28 -0.15
N 4.06082 -3.81842 -0.14547 -0.25 0.84 0.59 0.64
C 3.01478 -3.34061 0.59126 -1.14 0.34 -0.48 -0.72
C 2.08787 -2.37365 0.19037 1.73 0.76 0.90 -0.77
C 0.65184 -2.40707 0.32460 -0.40 -1.06 1.66 0.22
C 0.05077 -2.37838 -1.05650 -0.63 0.36 -0.02 -0.05
C -0.96939 -3.30972 -1.34929 0.42 0.53 0.12 -0.30
C -1.77898 -3.13214 -2.46553 0.09 -0.03 -0.43 -0.77
C -1.57429 -2.03783 -3.31717 0.09 0.20 0.66 -0.50
C -0.51288 -1.14980 -3.08379 0.20 -0.47 0.08 -0.87
C 0.35349 -1.36586 -2.00305 -0.31 -0.06 0.20 0.02
C 4.36943 -3.46454 -1.54844 0.18 0.18 -0.59 0.42
C 4.71122 -1.98625 -1.76330 0.21 -0.21 0.32 -1.71
C 3.26566 -3.87115 -2.53161 -0.13 -0.07 0.23 -1.33
H 7.23958 -4.87051 -2.87928 -0.50 0.24 0.11 0.36
H 5.74298 -4.76983 -3.85297 0.21 0.20 0.46 0.32
H 6.54908 -3.26738 -3.29270 0.02 -0.38 0.02 0.30
H 3.85954 -5.88121 0.16951 0.30 0.07 -0.05 0.14
H 5.76369 -4.14629 1.80742 -0.22 -0.17 -0.15 0.20
H 4.40520 -5.16630 2.32625 0.24 0.11 0.05 0.43
H 7.61510 -4.92416 2.93880 0.02 -0.29 -0.14 0.37
H 9.31368 -6.71377 3.31165 -0.38 -0.12 -0.16 0.37
H 8.82250 -9.06531 2.59182 -0.28 0.34 -0.11 0.36
H 6.64865 -9.57963 1.45214 0.13 0.39 0.15 0.37
H 5.00478 -7.76559 1.04236 0.28 -0.03 0.05 0.30
H 2.88779 -3.83261 1.56860 -0.33 -0.44 -0.78 0.45
H 2.46584 -1.47392 -0.30007 -0.16 -0.77 -0.66 0.32
H 0.21867 -3.19936 0.96830 0.56 0.02 -0.80 0.79
H -1.12427 -4.13595 -0.64977 -0.13 0.29 -0.24 0.45
H -2.58193 -3.84474 -2.67278 0.26 0.28 0.06 0.39
H -2.27513 -1.82468 -4.11551 0.11 -0.18 -0.06 0.41
H -0.37890 -0.28955 -3.75195 0.09 -0.45 0.31 0.41
H 1.21658 -0.69444 -1.84624 -0.69 -0.32 0.03 0.37
H 5.51019 -1.70094 -1.07060 -0.17 0.11 -0.11 0.35
H 5.05366 -1.82572 -2.79420 -0.13 -0.07 0.31 0.51
H 3.82455 -1.37583 -1.60182 0.20 0.05 -0.07 0.29
H 3.11565 -4.95746 -2.48959 -0.10 0.22 -0.05 0.42
H 2.34276 -3.34977 -2.26384 0.02 -0.16 -0.20 0.12
H 3.55909 -3.58762 -3.55294 -0.13 -0.10 0.32 0.42
```
Positions in Å, forces in eV/Å.

Its LUMO energy is -3.21 eV. Its charge is +1. The energy is -2384.9108 a.u. Its largest force on an atom is 4.1 eV/Å. As for the HOMO-LUMO gap: 6.1 eV.

---

(2)
The following is a DFT calculation (ωB97M-V/def2-TZVPD) of a 6-piece molecular cluster, CH16NO5 overall in a non-equilibrium geometry.

Geometry as XYZ:
```
23
Properties=species:S:1:pos:R:3:forces:R:3:mulliken_charge:R:1
C 2.91283 -0.16866 -0.44775 -0.23 0.10 -0.40 -0.89
N 1.46683 -0.00061 -0.17760 0.25 -0.77 -1.44 -0.27
H 3.03920 -0.70214 -1.38623 0.03 0.07 0.00 0.35
H 3.37404 0.81247 -0.50854 0.03 -0.02 -0.01 0.36
H 3.35244 -0.73957 0.34548 0.28 -0.23 0.39 0.37
H 0.97915 0.56936 -0.90410 0.03 -0.04 0.05 0.38
H 1.26232 0.46594 0.68140 -0.10 0.72 1.05 0.41
H 0.96552 -0.89797 -0.09139 0.43 0.06 -0.36 0.43
H -0.09842 -1.43790 1.37863 -0.26 0.07 0.66 0.34
H -0.09926 -2.97956 1.19517 0.08 -0.38 0.29 0.29
O -0.14283 -2.14720 0.72986 0.00 0.34 -0.48 -0.74
H -3.04225 1.76558 0.32257 0.34 -0.11 0.00 0.29
H -2.43566 0.40323 -0.15622 -0.09 -0.22 0.02 0.43
O -2.20600 1.29108 0.19655 -0.35 0.27 -0.03 -0.77
H -0.98107 1.70095 -1.07715 -0.13 0.12 -0.01 0.36
H -0.23141 2.07446 -2.39020 -0.17 0.40 -0.89 0.31
O -0.12311 1.69190 -1.53480 0.31 -0.36 0.73 -0.66
H 0.02807 1.23756 2.59847 -0.01 0.08 0.28 0.32
H -0.86326 1.07356 1.34740 -0.51 0.20 -0.20 0.36
O -0.05158 0.75790 1.77306 0.17 -0.28 0.45 -0.67
H -3.07709 -1.79594 -0.97426 0.42 0.12 0.19 0.33
H -1.69053 -1.74433 -0.21579 0.16 -0.50 0.17 0.37
O -2.33790 -1.23010 -0.70453 -0.68 0.37 -0.45 -0.68
```
Positions in Å, forces in eV/Å.

Its LUMO energy is -2.78 eV. Its charge is +1. The energy is -478.4647 a.u. Its largest force on an atom is 1.7 eV/Å. As for the HOMO-LUMO gap: 12.5 eV.

---

(3)
The following is a DFT calculation (ωB97M-V/def2-TZVPD) of C38H39CuFN6O4S3 as an isolated structure in a non-equilibrium geometry.

Geometry as XYZ:
```
92
Properties=species:S:1:pos:R:3:forces:R:3:lowdin_spin:R:1
Cu -0.97846 1.01504 0.95789 1.03 0.16 1.03 0.01
S 1.07274 0.71514 1.86419 0.23 0.03 0.15 0.04
C 0.63124 -0.01596 3.39059 0.14 0.40 -0.39 0.04
C 0.76614 -1.38506 3.56789 -0.16 -0.30 0.44 0.00
C 0.33284 -2.02946 4.72449 -0.20 1.36 -0.04 0.03
C 0.48704 -3.42316 4.79229 0.09 -1.05 0.04 0.01
N 0.64244 -4.56316 4.75929 0.02 -0.09 0.02 0.02
C -0.25816 -1.26486 5.75599 0.49 0.20 -0.92 -0.01
C -0.32996 0.11294 5.61469 0.01 -0.17 -0.02 0.05
C 0.16214 0.76154 4.47909 -0.07 -0.43 0.01 0.04
S 0.27934 2.46304 4.52329 0.13 0.62 0.29 0.48
C -0.73766 -1.87286 6.93079 -0.27 -0.39 0.68 0.00
N -1.12756 -2.35756 7.89679 -0.07 -0.10 0.16 -0.01
H 1.22864 -1.97976 2.79959 0.04 -0.06 -0.08 0.00
H -0.73786 0.71204 6.41429 -0.08 0.00 0.07 0.00
F 2.36934 -3.58716 1.30059 0.02 0.08 -0.16 0.00
C 1.81354 -3.29226 0.09749 -0.19 0.20 0.04 0.00
C 0.94584 -2.22866 0.01039 0.04 -0.24 -0.24 0.00
C 0.37294 -1.87496 -1.21051 0.49 -0.61 0.08 0.00
C -0.66206 -0.84046 -1.22821 -1.04 0.26 1.29 0.00
O -1.25206 -0.58336 -0.15571 0.58 -1.56 -2.07 0.00
C -0.92926 -0.31516 -2.56191 0.14 0.18 0.06 0.00
C -0.45586 -1.01626 -3.63061 -0.06 0.04 0.14 0.00
N 0.27784 -2.16006 -3.58311 -0.42 0.41 -0.10 0.00
C 0.65974 -2.80816 -4.80091 0.23 -0.17 -0.21 0.00
C -0.32516 -2.89516 -5.92741 0.07 0.09 0.06 0.00
C 0.02224 -4.12566 -5.15251 0.02 -0.08 0.02 0.00
C 0.75564 -2.58486 -2.36181 0.03 0.03 0.56 0.00
C 1.57154 -3.70576 -2.24031 0.20 -0.06 0.21 0.00
C 2.10484 -4.08806 -1.00701 -0.34 0.27 -0.28 0.00
N 2.84344 -5.28556 -0.92681 0.03 0.20 0.11 0.00
C 3.14644 -5.93726 0.32959 -0.06 0.08 0.21 0.00
C 3.34774 -7.43676 0.00859 0.31 0.12 0.68 0.00
N 2.67274 -7.67746 -1.29321 -0.42 -0.34 -0.02 0.00
C 3.44604 -7.06856 -2.40801 0.40 0.46 -0.52 0.00
C 3.80284 -5.63306 -1.94351 0.07 -0.11 -0.11 0.00
C -1.71446 0.88794 -3.01471 -0.35 0.16 -0.28 0.00
O -2.09976 0.95374 -4.16851 0.21 -0.14 0.15 0.00
O -1.95806 1.93324 -2.25251 -0.48 0.71 -0.19 0.00
H 0.73214 -1.61176 0.86869 -0.10 0.10 0.16 0.00
H -0.70426 -0.65756 -4.61881 -0.02 -0.02 0.02 0.00
H 1.70974 -2.66416 -5.04871 -0.12 -0.07 -0.08 0.00
H 0.05874 -2.79136 -6.92981 0.06 0.02 -0.04 0.00
H -1.30506 -2.47156 -5.78121 -0.10 0.05 0.06 0.00
H 0.61454 -4.88636 -5.63631 0.16 -0.04 -0.03 0.00
H -0.72226 -4.50266 -4.46971 -0.10 0.01 0.12 0.00
H 1.77804 -4.29726 -3.11571 0.01 -0.12 -0.14 0.00
H 2.31194 -5.81296 1.02109 0.11 -0.02 -0.10 0.00
H 4.04584 -5.53266 0.81189 -0.09 -0.12 0.00 0.00
H 2.89674 -8.05706 0.78219 0.00 -0.06 -0.15 0.00
H 4.40154 -7.70346 -0.08331 -0.13 -0.06 -0.15 0.00
H 1.80104 -7.12486 -1.23691 0.10 -0.28 -0.12 0.00
H 2.46194 -8.66506 -1.45801 0.04 0.22 0.03 0.00
H 2.81114 -7.05366 -3.29601 -0.03 -0.07 0.13 0.00
H 4.33244 -7.66746 -2.61791 -0.11 -0.09 0.13 0.00
H 3.75604 -4.93166 -2.77521 0.03 -0.15 0.06 0.00
H 4.82544 -5.60246 -1.54221 -0.06 -0.01 -0.05 0.00
C -2.70696 6.37794 1.82679 0.12 0.18 0.08 0.01
C -1.78546 6.53654 3.03009 -0.13 -0.11 -0.10 0.01
C -1.39936 5.19594 3.63969 0.27 -0.05 -0.25 0.01
S -0.55386 4.08534 2.47059 0.39 0.24 0.20 0.25
O -2.30686 2.51014 1.12259 -1.01 0.35 -0.01 0.00
C 1.11594 4.82264 2.38899 -0.49 -0.02 0.07 0.01
C 1.32824 5.47544 1.03169 0.01 -0.07 -0.01 0.01
C 1.29344 4.42394 -0.06901 0.02 0.23 0.04 0.00
H -2.97426 7.34944 1.41499 -0.06 0.06 -0.06 0.00
H -3.62306 5.85674 2.09929 -0.08 -0.07 0.01 0.00
H -2.21586 5.79934 1.04789 -0.04 -0.03 -0.08 0.00
H -2.28456 7.13164 3.80229 0.11 0.03 -0.01 0.00
H -0.88136 7.07114 2.72929 0.03 0.09 0.07 0.00
H -2.29036 4.64354 3.93529 -0.02 -0.07 0.08 0.00
H -0.75376 5.31904 4.50979 -0.06 -0.06 0.09 0.00
H 1.81404 3.99744 2.52899 0.02 -0.06 0.08 0.00
H 1.21974 5.51904 3.21749 0.09 0.09 0.09 0.00
H 2.29134 5.99334 1.03489 0.02 0.04 -0.03 0.00
H 0.54764 6.21944 0.85229 0.05 0.07 0.03 0.00
H 2.05914 3.67234 0.11069 0.08 -0.13 -0.06 0.00
H 1.45784 4.87724 -1.04411 0.01 -0.03 -0.14 0.00
H 0.32724 3.92114 -0.07131 -0.02 -0.10 -0.11 0.00
N -1.68596 1.88414 -0.86371 0.85 -0.51 -0.20 0.00
C -2.38046 2.70904 -0.12421 -0.37 0.07 -0.50 0.00
C -3.14996 3.81814 -0.72841 -0.10 0.21 -0.07 0.00
C -4.49106 4.01274 -0.43461 0.15 -0.02 0.01 0.00
C -5.18946 5.03494 -1.05231 -0.16 0.04 0.04 0.00
C -4.55376 5.87674 -1.94961 -0.07 0.03 -0.12 0.00
C -3.21306 5.68434 -2.24071 0.08 0.14 0.01 0.00
C -2.51036 4.66174 -1.63141 -0.09 -0.01 0.03 0.00
H -4.97866 3.35584 0.26859 -0.06 -0.09 0.10 0.00
H -6.23966 5.16404 -0.83921 -0.12 0.07 0.04 0.00
H -5.10256 6.67214 -2.43911 -0.02 -0.01 0.04 0.00
H -2.71476 6.33314 -2.94681 0.04 0.06 -0.04 0.00
H -1.46346 4.50994 -1.85221 0.05 -0.05 -0.04 0.00
```
Positions in Å, forces in eV/Å.

Its LUMO energy (alpha / beta) is -1.71 / -1.71 eV. As for the spin multiplicity: 2. The energy is -5035.6487 a.u. Its largest force on an atom is 2.7 eV/Å. As for the HOMO-LUMO gap (alpha / beta): 4.1 / 4.4 eV.

---

So what do the calculations give for ΔE to the lowest compared entry with this formula, charge and spin? Going down the list: 25.4; 0.0; 69.3 kcal/mol.